Entry 1:
{
  "formula": "C31H42Al2Br3Cl2F4N3O19PS3",
  "method": "ωB97M-V/def2-TZVPD",
  "homo_ev": -4.592,
  "energy_ev": -377213.131,
  "gap_ev": 0.633,
  "charge": -1,
  "elements": ["O", "N", "O", "C", "N", "C", "C", "C", "C", "C", "C", "S", "C", "C", "C", "C", "C", "C", "H", "H", "H", "H", "H", "H", "H", "H", "H", "H", "Al", "F", "Al", "F", "F", "F", "C", "Cl", "Cl", "H", "H", "C", "O", "P", "O", "O", "C", "O", "C", "H", "H", "H", "H", "H", "H", "H", "H", "H", "C", "C", "C", "C", "C", "C", "N", "O", "O", "H", "H", "H", "H", "H", "O", "H", "O", "S", "O", "O", "O", "C", "Br", "Br", "Br", "H", "C", "C", "C", "O", "C", "O", "O", "H", "H", "H", "H", "H", "H", "O", "S", "O", "O", "C", "C", "C", "H", "H", "H", "H", "H", "H", "H", "H"],
  "coordinates": [[1.829, 0.905, 2.564], [1.086, 1.731, 2.104], [0.024, 1.113, 1.499], [0.250, 1.281, 0.059], [0.838, 0.058, -0.556], [-0.137, -1.037, -0.680], [-0.124, -2.115, 0.467], [-1.099, -3.329, 0.379], [-2.074, -3.448, -0.848], [-2.130, -2.384, -1.992], [-1.144, -1.201, -1.880], [-1.032, 0.139, -3.176], [0.816, 0.440, -3.228], [1.530, 0.717, -4.569], [3.075, 0.936, -4.529], [3.793, 0.875, -3.137], [3.055, 0.598, -1.792], [1.529, 0.355, -1.834], [-0.699, 1.670, -0.440], [1.042, 2.118, -0.031], [0.583, -2.034, 1.371], [-1.091, -4.150, 1.186], [-2.798, -4.335, -0.964], [-2.818, -2.432, -2.896], [0.895, 0.718, -5.514], [3.609, 1.120, -5.533], [4.923, 1.031, -3.056], [3.584, 0.573, -0.772], [-3.601, -5.485, -2.270], [-1.582, 3.610, 1.573], [-3.179, 2.862, 1.778], [-3.199, 1.908, 3.272], [-3.515, 1.802, 0.393], [-4.421, 4.136, 1.867], [4.966, -0.896, -7.741], [6.222, -2.114, -7.501], [4.114, -0.564, -6.226], [5.427, 0.025, -8.096], [4.252, -1.259, -8.480], [-9.479, 7.674, 3.850], [-9.536, 6.469, 3.126], [-8.762, 4.978, 3.487], [-10.050, 4.196, 3.280], [-8.585, 5.393, 5.075], [-9.714, 5.449, 5.928], [-7.865, 3.545, 3.792], [-6.455, 3.700, 3.608], [-9.584, 8.503, 3.145], [-10.337, 7.729, 4.525], [-8.541, 7.796, 4.403], [-10.658, 5.307, 5.398], [-9.730, 6.433, 6.409], [-9.615, 4.697, 6.713], [-6.070, 4.485, 4.264], [-6.244, 3.950, 2.570], [-5.963, 2.759, 3.852], [10.403, -1.606, -3.462], [10.160, -0.732, -2.404], [9.126, 0.194, -2.487], [8.337, 0.233, -3.636], [8.580, -0.634, -4.702], [9.618, -1.554, -4.610], [7.230, 1.187, -3.724], [7.050, 1.949, -2.782], [6.546, 1.163, -4.736], [11.208, -2.331, -3.390], [10.777, -0.776, -1.512], [8.947, 0.868, -1.657], [7.974, -0.606, -5.601], [9.813, -2.235, -5.434], [9.464, -3.308, -7.992], [8.917, -3.296, -8.774], [-8.403, 2.137, 7.086], [-7.703, 1.092, 6.324], [-7.368, -0.026, 7.219], [-6.469, 1.649, 5.749], [-8.570, 0.606, 5.240], [-4.438, -1.574, 8.534], [-3.317, -2.561, 9.774], [-4.229, 0.342, 8.743], [-4.153, -2.133, 6.700], [-5.472, -1.810, 8.783], [-6.525, 1.763, 10.987], [-7.743, 2.308, 11.701], [-9.016, 2.193, 10.913], [-9.799, 3.251, 11.461], [-8.919, 4.195, 11.902], [-9.228, 5.297, 12.253], [-7.642, 3.717, 11.887], [-5.609, 2.110, 11.471], [-6.531, 0.671, 10.982], [-6.484, 2.112, 9.951], [-7.836, 1.845, 12.690], [-9.512, 1.231, 11.050], [-8.886, 2.381, 9.843], [10.796, -6.848, -8.837], [10.228, -6.252, -10.018], [9.101, -5.364, -9.958], [9.910, -7.422, -11.095], [9.106, -8.524, -10.682], [7.634, -8.158, -10.652], [11.520, -5.457, -10.930], [9.439, -8.905, -9.713], [9.262, -9.321, -11.414], [7.426, -7.432, -9.863], [7.021, -9.044, -10.467], [7.328, -7.704, -11.597], [12.358, -6.146, -11.029], [11.826, -4.572, -10.371], [11.136, -5.167, -11.907]],
  "forces_ev_per_angstrom": [[-1.3561, 1.7653, -0.3553], [2.5871, -1.6241, 1.2672], [-0.8008, -0.7777, -2.3348], [0.1022, 2.2085, 0.1430], [-1.3651, -0.4724, -1.7399], [-1.9279, -3.3237, 0.6826], [-2.6287, -0.7160, -2.9336], [-0.0035, 2.2567, -2.6020], [2.2357, 3.1881, -0.2943], [2.9702, 0.3309, 3.2148], [0.8810, -1.3799, 2.0178], [1.2487, -1.1281, 1.0007], [2.4807, -0.1165, 0.8874], [1.8457, -0.3520, 3.8421], [-2.9225, 0.4916, 3.9931], [-2.7337, -0.3866, 0.1779], [-2.2667, -0.0627, -3.4308], [2.5571, 0.9201, -3.1709], [0.9747, -0.8697, 0.9040], [-1.2153, -1.3479, -0.1348], [-1.2437, 0.0625, -1.7279], [-0.0521, 1.5647, -1.4778], [1.1103, 1.4383, 1.1672], [0.9418, 0.0103, 1.3893], [1.1775, 0.0384, 1.4104], [-1.2128, 0.7705, 2.9020], [-2.1123, -0.1434, -0.3309], [-0.8051, 0.0270, -1.9166], [0.0310, 0.0050, -0.3783], [-1.5662, -0.7535, 0.0517], [0.0691, 0.0253, 0.2481], [-0.0212, 0.9874, -1.5889], [0.4446, 0.9689, 1.2275], [1.6772, -1.2278, -0.3740], [0.1645, -0.4230, -0.2636], [0.1193, 0.0583, -0.2005], [0.8879, -1.7529, -1.8069], [-0.0286, -0.1096, 0.2094], [0.0766, -0.0061, 0.1768], [0.4385, 0.6608, -0.1590], [2.1474, -0.6081, -1.3526], [-6.8610, -3.2482, 5.1373], [1.1760, 0.7274, -1.1178], [1.0087, 0.2410, -0.5481], [-0.2233, 0.4804, 0.2862], [1.0609, 2.4886, -2.0133], [0.6087, -0.0945, -0.1981], [0.1485, -0.0603, -0.0179], [0.1472, -0.1990, 0.1161], [-0.2779, -0.0737, 0.0338], [0.1275, -0.1175, -0.1179], [-0.0307, -0.0614, 0.0059], [0.0831, -0.1246, -0.1879], [0.1126, -0.0686, 0.0327], [0.0654, -0.1065, 0.2538], [-0.1280, 0.1493, -0.0556], [-0.1131, 0.1225, 0.0263], [-0.1392, -0.0100, -0.2395], [0.0129, 0.0597, 0.1572], [0.6306, -0.6011, 0.0118], [-0.1063, 0.0732, -0.0477], [0.1029, -0.0308, 0.1243], [0.0630, 0.1802, -0.1093], [-0.0320, -0.3484, -0.4565], [0.2168, 0.1817, 0.4278], [-0.0966, 0.0855, -0.0302], [-0.1025, 0.0558, -0.0801], [-0.1339, -0.0218, -0.2163], [0.0184, 0.0544, 0.1919], [-0.1416, 0.0976, -0.0709], [0.3759, 0.2898, 0.6825], [-0.2652, -0.0816, -0.4029], [0.1169, -0.0015, -0.4155], [-0.0983, 0.1736, -0.1512], [0.1689, -0.0642, -0.3839], [-0.0931, -0.2138, 0.7367], [-0.1077, -0.0826, 0.5577], [-0.2164, 0.1235, -0.1116], [-0.1301, 0.1462, -0.1827], [0.1125, -0.4706, -0.1223], [-0.0065, 0.1515, 0.3965], [0.2693, 0.0802, -0.1010], [0.1859, 0.3034, -0.0580], [0.8746, -0.7318, -0.3953], [-0.3326, -0.5533, -0.2629], [0.2958, 0.5696, 0.3236], [-0.2279, 0.8347, 0.1786], [0.2107, -0.8076, -0.2322], [-0.7778, 0.3884, 0.1181], [-0.1035, -0.1530, 0.0852], [-0.0315, 0.0965, 0.0166], [-0.1358, -0.0538, 0.0823], [-0.1176, 0.0298, -0.0326], [-0.1076, 0.2005, 0.0496], [0.1897, -0.0825, 0.0748], [-0.5520, 0.0581, -0.4745], [0.0342, 0.4989, -0.0031], [0.4113, -0.8497, -0.0389], [0.5236, 0.4408, 0.0828], [-0.6381, -0.5177, 0.2203], [-0.1717, 0.2454, 0.1855], [0.0697, -0.1033, -0.1486], [0.0842, 0.1769, -0.0305], [0.2424, 0.2398, -0.0445], [0.0329, -0.0643, -0.0607], [0.0939, -0.0084, -0.0479], [0.0556, -0.1131, 0.0343], [-0.1097, 0.0162, 0.0177], [-0.2096, -0.0962, 0.1184], [-0.0190, -0.0426, 0.1019]],
  "mulliken_charge": [-0.3042, 0.0691, -0.0694, -0.2940, 0.2951, -0.2324, -0.3349, -0.5907, 0.1471, -0.3870, 0.4475, -0.2350, 0.5455, -0.5775, -0.4214, 0.1051, -0.4664, -0.2097, 0.2928, 0.4909, 0.3383, 0.3106, 0.1090, 0.1766, 0.2836, 0.5226, -0.0420, 0.3700, 0.6759, -0.4820, 0.8446, -0.4544, -0.4684, -0.4362, -0.4032, -0.1186, -0.1017, 0.2379, 0.3934, -0.6298, -0.3645, 1.0451, -0.6395, -0.3549, -0.6842, -0.1861, -0.7757, 0.2523, 0.2444, 0.3153, 0.3952, 0.2803, 0.1100, 0.3333, 0.4177, 0.2882, -0.4571, -0.4015, -0.4308, 0.2021, -0.3436, -0.4415, 0.9132, -0.5870, -0.5397, 0.3860, 0.3639, 0.4344, 0.3570, 0.4936, -0.7395, 0.1877, -0.4301, 1.2655, -0.4132, -0.3659, -0.4892, -0.2557, -0.0777, -0.0041, -0.0207, 0.3137, -1.2971, 0.5036, -0.2699, -0.3311, 0.6155, -0.5515, -0.3946, 0.3977, 0.4090, 0.2314, 0.2179, 0.3218, 0.1562, -0.6527, 1.2160, -0.5357, -0.2836, -0.3365, -0.9813, -0.9563, 0.3231, 0.2660, 0.2949, 0.3797, 0.2562, 0.3200, 0.3727, 0.3148]
}

***

Entry 2:
{
  "formula": "C3H4N3O4P",
  "method": "ωB97M-V/def2-TZVPD",
  "homo_ev": [-8.596, -10.294],
  "energy_ev": -25118.262,
  "gap_ev": [7.341, 10.052],
  "charge": 0,
  "elements": ["C", "C", "C", "N", "N", "N", "O", "O", "O", "O", "P", "H", "H", "H", "H"],
  "coordinates": [[0.986, 0.337, 1.351], [0.092, 1.259, 1.190], [1.143, -0.906, 0.543], [-0.904, 1.147, 0.158], [-0.099, -1.580, 0.202], [-1.946, 0.258, 0.310], [-1.018, -0.234, -3.233], [-0.272, 1.035, -1.091], [-0.248, -1.505, -1.153], [-2.384, -0.106, -0.894], [-0.983, -0.263, -1.771], [1.917, 0.689, 1.921], [0.090, 2.233, 1.712], [1.729, -0.606, -0.327], [1.897, -1.759, 1.080]],
  "forces_ev_per_angstrom": [[3.3690, -0.0100, 1.1199], [-1.7374, 1.4974, 0.1673], [2.1707, -2.1409, 1.1736], [-0.9400, 0.9097, 0.6585], [0.4378, -0.0631, 1.3995], [0.7180, 0.4718, 2.6240], [-0.1759, -0.3176, 1.2701], [-0.2208, -0.9300, -0.8667], [-0.1582, -0.7707, -1.1832], [1.0220, -0.3726, -2.0239], [-0.5282, 1.3337, -2.1846], [-1.5634, -0.9883, -0.4190], [-0.0032, -0.7828, -0.3486], [-0.1248, -0.1531, -0.3465], [-2.2656, 2.3164, -1.0404]],
  "nbo_charge": [-0.1546, -0.0681, -0.3719, -0.0263, 0.0225, 0.0589, -1.0111, -0.6272, -0.6619, -0.5689, 2.4635, 0.2364, 0.2297, 0.2359, 0.2432]
}

***

Entry 3:
{
  "formula": "C14H23N3O2",
  "method": "ωB97M-V/def2-TZVPD",
  "homo_ev": -8.865,
  "smiles": "CCOCCCNC(=O)Cn1cc2c(n1)CCCC2",
  "energy_ev": -23456.750,
  "gap_ev": 9.630,
  "charge": 0,
  "elements": ["C", "C", "O", "C", "C", "H", "H", "C", "N", "C", "O", "C", "N", "C", "C", "C", "N", "C", "H", "C", "C", "H", "C", "H", "H", "H", "H", "H", "H", "H", "H", "H", "H", "H", "H", "H", "H", "H", "H", "H", "H", "H"],
  "coordinates": [[6.475, 2.376, 0.718], [5.157, 1.853, 0.170], [5.317, 0.484, -0.140], [4.268, -0.089, -0.878], [2.984, -0.310, -0.070], [3.226, -0.881, 0.828], [2.568, 0.652, 0.238], [1.940, -1.062, -0.892], [0.723, -1.242, -0.139], [0.152, -2.436, 0.065], [0.577, -3.498, -0.336], [-1.125, -2.351, 0.930], [-1.966, -1.239, 0.597], [-3.221, -1.269, 0.102], [-3.617, 0.039, -0.077], [-2.513, 0.802, 0.338], [-1.527, 0.017, 0.743], [-2.482, 2.290, 0.336], [-2.615, 2.652, 1.360], [-3.615, 2.813, -0.551], [-4.933, 2.115, -0.214], [-5.120, 2.204, 0.858], [-4.879, 0.635, -0.599], [-4.904, 0.538, -1.690], [-5.748, 0.103, -0.204], [-5.757, 2.601, -0.741], [-3.371, 2.628, -1.599], [-3.718, 3.891, -0.414], [-1.512, 2.650, -0.014], [-3.732, -2.192, -0.081], [-0.801, -2.266, 1.974], [-1.686, -3.279, 0.807], [0.237, -0.422, 0.222], [1.725, -0.506, -1.814], [2.301, -2.057, -1.160], [4.044, 0.529, -1.762], [4.655, -1.054, -1.216], [4.873, 2.409, -0.738], [4.362, 1.991, 0.918], [6.750, 1.816, 1.607], [6.382, 3.429, 0.970], [7.260, 2.252, -0.023]],
  "forces_ev_per_angstrom": [[-0.3504, -0.2301, -0.1797], [0.0526, 0.1505, 0.0784], [0.2376, 0.0809, 0.1403], [-0.3415, -0.1145, 0.0247], [0.2490, -0.0095, -0.2969], [-0.0302, 0.0078, 0.0475], [-0.0057, 0.0216, 0.0751], [0.2537, -0.0306, 0.0227], [0.1737, 0.4304, -0.0423], [-0.4915, 0.2537, 0.2069], [0.1065, -0.4858, -0.0396], [0.5521, -0.4388, 0.0847], [-0.5388, 0.2688, -0.1233], [-0.0149, 0.2917, -0.0176], [0.1149, -0.1945, 0.0306], [-0.1190, -0.4764, -0.0257], [0.1980, 0.3999, 0.3501], [0.1131, 0.1199, -0.0144], [0.0247, 0.0516, -0.0335], [-0.0528, 0.0596, 0.2243], [-0.0037, -0.0238, -0.2539], [-0.0582, 0.0311, 0.0490], [-0.1522, -0.0100, -0.0002], [-0.0945, 0.0347, 0.0248], [-0.0186, 0.0287, -0.0753], [-0.0252, 0.0047, 0.0734], [0.0106, 0.0477, -0.0665], [0.0308, -0.0072, -0.0738], [-0.0048, 0.0128, 0.0519], [-0.0763, -0.2397, -0.0225], [-0.1228, -0.0377, -0.1032], [0.0903, 0.1568, -0.0250], [0.1137, -0.2231, -0.0732], [0.0414, -0.1076, 0.0136], [-0.0210, 0.1258, -0.0581], [0.0537, -0.0754, 0.0244], [-0.0951, 0.0589, -0.0725], [-0.0206, -0.0570, 0.0836], [0.0397, 0.0022, -0.1178], [0.0560, -0.0160, 0.1207], [0.0260, 0.1139, 0.0493], [0.0994, 0.0240, -0.0613]],
  "nbo_charge": [-0.6179, -0.0594, -0.5370, -0.0511, -0.4311, 0.2132, 0.1946, -0.2218, -0.6290, 0.6676, -0.6288, -0.2996, -0.1522, -0.0185, -0.1364, 0.1479, -0.3157, -0.4308, 0.2155, -0.3881, -0.3875, 0.1976, -0.4162, 0.2083, 0.2160, 0.2104, 0.1978, 0.2112, 0.2224, 0.2174, 0.2271, 0.2361, 0.4307, 0.1855, 0.2297, 0.1549, 0.1884, 0.1571, 0.1593, 0.2127, 0.2082, 0.2112]
}